An isolated molecule of C2H4N4, computed with ωB97M-V/def2-TZVPD.

Last column: Löwdin charge in e.
Element x y z (Å)
N  -1.598  -0.031  -0.196  0.082
C  -0.203  -0.054  -0.046  -0.386
C  0.646  0.870  0.478  -0.123
N  1.923  0.410  0.405  -0.012
N  1.900  -0.767  -0.147  -0.030
N  0.623  -1.059  -0.427  0.046
H  -2.067  0.026  0.703  0.086
H  -1.891  0.744  -0.780  0.083
H  0.275  1.804  0.869  0.099
H  0.392  -1.941  -0.859  0.154

SMILES ... Nc1cnn[nH]1
Spin multiplicity ... 1
Lowest unoccupied orbital energy ... 0.8 eV
Frontier orbital gap ... 10.501 eV
E_HOMO ... -9.74 eV



A structure of composition C29H30BrN5O4Ru at a distorted geometry, computed with ωB97M-V/def2-TZVPD.

Last column: Löwdin charge in e.
Element x y z (Å)
Ru  0.310  -0.766  0.202  1.350
C  -2.753  -1.552  3.014  -0.023
C  -2.292  -1.069  1.656  -0.452
O  -1.213  -1.654  1.226  -0.235
C  -3.005  -0.113  0.999  -0.070
C  -2.688  0.324  -0.343  -0.353
C  -3.575  1.346  -0.997  -0.041
N  -1.672  -0.180  -0.942  -0.028
N  -1.516  0.229  -2.278  0.079
C  -0.459  -0.342  -2.751  -0.493
O  0.311  -1.159  -2.120  -0.190
C  -0.092  -0.014  -4.176  -0.153
C  -0.861  0.855  -4.948  -0.038
C  -0.481  1.165  -6.245  -0.098
C  0.672  0.610  -6.791  -0.116
C  1.443  -0.254  -6.027  -0.098
C  1.060  -0.562  -4.725  -0.043
H  -2.146  -2.402  3.323  0.077
H  -3.806  -1.837  3.001  0.074
H  -2.632  -0.753  3.751  0.057
H  -3.874  0.309  1.488  0.093
H  -4.388  1.632  -0.331  0.065
H  -3.983  0.969  -1.935  0.069
H  -2.976  2.224  -1.247  0.079
H  -1.750  1.283  -4.503  0.104
H  -1.083  1.848  -6.833  0.093
H  0.966  0.853  -7.805  0.090
H  2.345  -0.686  -6.442  0.093
H  1.654  -1.224  -4.106  0.104
C  2.027  -3.081  -1.278  -0.110
N  1.286  -2.820  -0.037  -0.310
C  0.127  -3.736  0.001  -0.091
C  2.174  -3.064  1.119  -0.161
C  1.958  -2.090  2.234  -0.238
C  2.648  -2.229  3.439  -0.070
C  2.471  -1.315  4.461  -0.117
C  1.584  -0.255  4.279  -0.097
C  0.912  -0.116  3.075  -0.078
C  1.092  -1.027  2.026  -0.209
H  2.337  -4.135  -1.294  0.090
H  2.906  -2.441  -1.316  0.075
H  1.400  -2.864  -2.131  0.059
H  0.472  -4.776  -0.104  0.086
H  -0.542  -3.487  -0.820  0.090
H  -0.409  -3.615  0.934  0.074
H  3.210  -2.987  0.780  0.121
H  2.030  -4.097  1.460  0.125
H  3.333  -3.063  3.572  0.103
H  3.016  -1.424  5.391  0.088
H  1.432  0.470  5.070  0.095
H  0.236  0.715  2.943  0.070
C  2.424  1.958  -2.110  -0.013
C  2.365  0.836  -1.190  -0.180
N  2.312  -0.044  -0.455  0.135
H  2.022  2.818  -1.571  0.069
H  1.817  1.727  -2.985  0.081
H  3.457  2.131  -2.409  0.089
Br  -3.688  2.311  4.403  0.712
C  -2.154  3.104  3.616  -0.652
C  -1.715  4.328  4.085  -0.213
N  -0.646  4.941  3.580  0.062
C  -0.006  4.333  2.578  -0.080
C  -0.385  3.106  2.044  -0.105
C  -1.488  2.471  2.584  -0.061
C  0.378  2.523  0.860  -0.586
O  1.238  3.260  0.357  -0.006
O  0.048  1.369  0.457  -0.127
H  -2.242  4.831  4.888  0.092
H  0.861  4.833  2.166  0.113
H  -1.818  1.520  2.183  0.084

Expectation value of S² ... 0.757
Spin multiplicity ... 2
Lowest unoccupied orbital energy (spin up / spin down) ... 2.6 / 2.6 eV
Frontier orbital gap (spin up / spin down) ... 6.616 / 6.544 eV
Charge ... -1
E_HOMO (spin up / spin down) ... -4.04 / -3.96 eV



The records above yield energy relative to the best compared isomer or geometry (same formula, charge and spin) values of 1.173; 0.000 eV, respectively.